9
Properties=species:S:1:pos:R:3:mulliken_charge:R:1 method="wB97M-V/def2-TZVPD" e_above_lowest_kcal_mol=11.60 homo_energy_ha=-0.411 charge=0 smiles=O.O.O gap_ev=11.873
O 0.4376 -0.5276 -0.1802 -0.6382
H -0.0992 0.1319 -0.6198 0.3241
H 0.9234 -0.9519 -0.8875 0.3130
O 2.4515 -1.7883 2.7564 -0.6409
H 2.1110 -1.5008 3.6035 0.3107
H 2.1558 -1.1191 2.1391 0.3238
O -2.3267 1.7401 -2.1728 -0.6251
H -2.6851 1.8724 -3.0505 0.3165
H -2.9685 2.1433 -1.5882 0.3161

***

15
Properties=species:S:1:pos:R:3:mulliken_charge:R:1 method="wB97M-V/def2-TZVPD" e_above_lowest_kcal_mol=29.62 homo_energy_ha="-0.220 / -0.365" multiplicity=3 charge=0 gap_ev="6.802 / 8.213"
C 1.7567 0.9216 -0.3933 -0.4721
C 0.4106 0.6189 -0.1338 0.1192
C 3.7919 -0.4890 -0.5858 -0.1889
C -2.1794 -0.3206 1.1168 -1.0562
C -1.4570 -0.7018 -0.1920 0.1308
N 2.7421 0.0027 -0.5295 0.0412
N -0.0765 -0.5739 -0.2996 -0.4276
Cl -2.1227 0.3506 -1.5128 -0.2161
H 2.0493 2.0036 -0.1494 0.2909
H -0.1729 1.5306 0.1313 0.2663
H 4.3852 -1.2242 -1.0538 0.2360
H -2.3147 -1.0163 1.9395 0.3081
H -1.7838 0.6964 1.4126 0.2221
H -3.1483 -0.0980 0.7798 0.3919
H -1.8804 -1.7006 -0.5300 0.3544

***

19
Properties=species:S:1:pos:R:3:mulliken_charge:R:1 method="wB97M-V/def2-TZVPD" e_above_lowest_kcal_mol=150.16 homo_energy_ha="-0.237 / -0.237" charge=0 gap_ev="7.165 / 7.165"
C 2.1704 -0.9242 -0.2150 -0.7379
O 0.7835 -0.8281 0.1264 -0.2282
C 0.2152 0.4213 0.8327 0.4917
C -0.1953 1.5695 -0.1097 -0.7870
C -1.6663 1.3439 0.3481 -0.2950
C -1.1617 0.1194 1.0771 -1.3375
C -0.6208 -1.4674 -0.8952 -0.6792
H 2.7652 -0.9638 0.7043 0.2533
H 2.5050 -0.0839 -0.8359 0.3082
H 2.3056 -1.8636 -0.7580 0.2822
H 0.9944 0.5898 1.5891 0.4400
H 0.2272 2.5512 0.1296 0.3291
H -0.0160 1.3658 -1.1718 0.1992
H -2.4095 1.1952 -0.4548 0.2192
H -2.0336 2.1670 0.9799 0.2450
H -1.5913 -0.3803 1.9430 0.3574
H -1.6691 -1.2597 -0.7445 0.3478
H -0.2323 -1.0581 -1.8248 0.3212
H -0.3600 -2.5088 -0.7346 0.2704

***

17
Properties=species:S:1:pos:R:3:mulliken_charge:R:1 method="wB97M-V/def2-TZVPD" e_above_lowest_kcal_mol=23.50 homo_energy_ha=-0.366 charge=0 gap_ev=10.271
H -1.3520 0.8085 -0.6768 0.4396
O -1.6112 1.8531 0.0014 -0.6317
O -0.8663 -0.0492 -1.2989 -0.6221
H -1.3035 1.4879 0.9234 0.4206
H -2.5276 2.1015 0.1433 0.3555
C -0.0932 -0.8409 -0.5949 0.7150
O 0.2775 -0.5126 0.5293 -0.5639
C 0.3188 -2.0878 -1.3403 -1.1182
H 0.7701 -2.7080 -0.5458 0.3457
H -0.6239 -2.6473 -1.4765 0.3318
H 0.9082 -1.9406 -2.2274 0.2968
O -1.0063 1.1118 2.3103 -0.6649
H -1.1069 0.3668 2.9329 0.3346
H -0.0231 1.1545 2.2922 0.3574
O 3.0290 0.0110 -0.1390 -0.6262
H 2.5293 -0.7835 0.0648 0.3169
H 2.4327 0.5812 -0.6087 0.3129

***

15
Properties=species:S:1:pos:R:3:mulliken_charge:R:1 method="wB97M-V/def2-TZVPD" e_above_lowest_kcal_mol=171.67 homo_energy_ha=-0.345 charge=0 gap_ev=5.626
N 0.6795 -1.4990 -0.0781 -0.6060
C 0.2625 -0.1708 -0.6352 -0.2819
C -1.2723 -0.1594 -0.7577 -0.2671
O -1.7193 -0.5631 0.4988 -0.6793
C 0.8948 1.0648 0.2129 0.3645
N 0.5469 0.6575 1.5874 -0.5272
O 0.6900 2.2682 -0.2169 -0.5513
H 0.5825 1.4964 2.1574 0.3078
H -0.1349 -1.6423 0.5767 0.3888
H 0.6450 -0.0135 -1.7028 0.3755
H -1.5464 -0.8936 -1.5936 0.2840
H -1.7181 0.8043 -1.0687 0.2996
H 0.6299 -2.3074 -0.7131 0.3101
H -0.4825 0.3073 1.5775 0.3132
H 1.9426 0.6505 0.1554 0.2693

***

Looking at strongest force on any atom for the records above, in order, we have 0.375, 6.400, 0.253, 2.957, 6.308 eV/A.